No. 1
Computed, not measured: C6H5ClO as an isolated structure, with wB97M-V/def2-TZVPD.

```
! RIJCOSX wB97M-V def2-TZVPD def2/J DEFGRID3
* xyz 0 1
C -0.96870 -0.60493 0.03757
C -0.21919 0.00352 -1.02740
C 1.16723 -0.47972 -0.69290
C 1.30306 -0.31833 0.60191
C -0.03364 0.20237 1.08899
C -0.21355 1.25692 -0.14296
H -0.98264 -1.66290 0.22465
H -0.66453 -0.00966 -1.99330
H 1.92618 -1.00687 -1.38251
H 2.13358 -0.33309 1.30434
H -0.35829 0.57587 2.11049
O -0.44000 2.46646 -0.15410
Cl -2.64952 -0.08966 0.02522
*
```

Values from the calculation:
M = 128.56 g mol⁻¹
energy = -20870.0349 eV
maximum force = 4.86 eV Å⁻¹
HOMO energy = -9.58 eV
gap between HOMO and LUMO = 10.487 eV
energy relative to the best compared isomer or geometry (same formula, charge and spin) = 56.0 kcal per mole

Results of the Mulliken charge analysis, in e, for atoms 1 through 6: -0.042, -0.367, -0.508, -0.445, -0.213, 0.346

---

No. 2
Computed, not measured: one molecule with the formula C6H5ClS, with wB97M-V/def2-TZVPD.

```
! RIJCOSX wB97M-V def2-TZVPD def2/J DEFGRID3
* xyz 0 1
C 0.51296 -0.01528 1.98818
C 0.17409 -0.02012 0.74762
C -0.51457 -1.17610 -0.00928
S -0.89386 -2.71268 0.37287
C -0.65716 -0.79022 -1.39519
C -0.17342 0.40084 -1.60338
C 0.31038 1.17748 -0.26008
Cl 1.85855 2.07503 -0.37231
H 0.00025 -0.72701 2.72280
H 0.93717 0.84573 2.68620
H -0.97010 -1.57993 -2.11785
H -0.19970 0.62892 -2.78370
H -0.38459 1.89337 0.02410
*
```

Values from the calculation:
M = 144.63 g mol⁻¹
energy = -29657.8138 eV
maximum force = 6.20 eV Å⁻¹
HOMO energy = -8.80 eV
gap between HOMO and LUMO = 7.851 eV
energy relative to the best compared isomer or geometry (same formula, charge and spin) = 42.2 kcal per mole
SMILES = C=C1C(=S)C=C[C@@H]1Cl

Results of the Mulliken charge analysis, in e, for atoms 1 through 6: -0.535, 0.298, 0.142, -0.283, -0.352, -0.380

---

No. 3
Computed, not measured: one molecule with the formula C6H5FO, with wB97M-V/def2-TZVPD.

```
! RIJCOSX wB97M-V def2-TZVPD def2/J DEFGRID3
* xyz 0 1
C 2.04087 -0.40500 -0.13229
C 0.72755 -0.09366 -0.00448
C 0.14127 1.26031 -0.11500
C -1.18995 1.26925 -0.14282
C -1.68353 -0.15559 0.00802
O -2.79962 -0.58673 -0.14484
C -0.37922 -0.99045 0.34950
F -0.40063 -2.19685 -0.37105
H 2.29718 -1.45496 0.03429
H 2.86422 0.30840 -0.28541
H 0.79721 2.09966 -0.37437
H -1.93419 2.05788 -0.25982
H -0.48115 -1.11227 1.43827
*
```

Values from the calculation:
M = 112.10 g mol⁻¹
energy = -11066.4102 eV
maximum force = 2.35 eV Å⁻¹
HOMO energy = -9.49 eV
gap between HOMO and LUMO = 9.303 eV
energy relative to the best compared isomer or geometry (same formula, charge and spin) = 10.4 kcal per mole
SMILES = C=C1C=CC(=O)[C@H]1F

Results of the Mulliken charge analysis, in e, for atoms 1 through 6: -0.962, 0.629, -0.585, -0.340, 0.260, -0.538

---

No. 4
Computed, not measured: C6H5FS as an isolated structure, with wB97M-V/def2-TZVPD.

```
! RIJCOSX wB97M-V def2-TZVPD def2/J DEFGRID3
* xyz 0 1
C 1.98486 1.07767 0.14057
C 1.41483 -0.37702 -0.19942
C -0.03638 -0.67007 -0.37708
C -1.04945 0.08752 -0.39006
C -2.36408 -0.46824 -0.23338
C -3.43135 -0.95560 0.02854
H 1.28374 1.67577 0.85010
H 3.02909 1.09947 1.00389
H 2.29322 1.93657 -0.96249
H -0.89568 1.07395 -0.41318
H -4.61934 -0.92181 0.57247
F -0.13016 -1.95622 0.14420
S 2.52071 -1.60199 -0.16414
*
```

Values from the calculation:
M = 128.17 g mol⁻¹
energy = -19848.5148 eV
maximum force = 7.27 eV Å⁻¹
HOMO energy = -8.82 eV
gap between HOMO and LUMO = 7.629 eV
energy relative to the best compared isomer or geometry (same formula, charge and spin) = 165.7 kcal per mole

Results of the Mulliken charge analysis, in e, for atoms 1 through 6: -0.960, 0.160, 0.629, -0.718, -0.371, 0.121

---

No. 5
Computed, not measured: one molecule with the formula C6H5IN2O3, with wB97M-V/def2-TZVPD.

```
! RIJCOSX wB97M-V def2-TZVPD def2/J DEFGRID3
* xyz 0 1
N -2.94891 1.49241 1.00960
C -2.63388 0.83200 -0.16315
O -3.30880 0.75310 -1.21842
N -1.58479 -0.03440 -0.13094
C -0.45522 0.07703 0.63569
O -0.37040 0.86081 1.58009
C 0.79447 -0.63077 0.17368
C 2.00831 -0.38381 0.72940
C 3.01710 -0.85862 -0.22535
C 2.32411 -1.23702 -1.38461
I 3.28101 -2.24319 -3.10344
O 0.92717 -1.11967 -1.10032
H -2.31791 1.32627 1.80011
H -3.52624 2.31461 0.88334
H -1.44882 -0.49928 -0.98904
H 2.17765 0.12724 1.67363
H 4.06514 -0.77671 -0.17026
*
```

Values from the calculation:
M = 280.02 g mol⁻¹
energy = -23525.8462 eV
maximum force = 3.62 eV Å⁻¹
HOMO energy = -9.32 eV
gap between HOMO and LUMO = 8.696 eV
SMILES = NC(=O)NC(=O)c1ccc(I)o1

Results of the Mulliken charge analysis, in e, for atoms 1 through 6: -0.347, 0.439, -0.645, -0.221, 0.728, -0.711

---

No. 6
Computed, not measured: C6H5LaO3 as an isolated structure, with wB97M-V/def2-TZVPD.

```
! RIJCOSX wB97M-V def2-TZVPD def2/J DEFGRID3
* xyz 4 1
O -0.16929 -0.95198 -0.45617
C -0.29290 -0.39363 0.57178
O -1.30482 -3.19814 -5.35059
C -1.31623 -3.71919 -6.39852
O -1.34143 -4.22924 -7.41956
La -1.06540 -2.15911 -2.99583
C -0.34271 0.16482 1.74526
C -0.17903 1.63619 1.99163
H -0.52910 -0.52516 2.57464
H -0.68893 1.95333 2.93066
H -0.65709 2.29146 1.24239
C 1.18580 2.11898 2.13623
C 1.97582 2.20782 3.11756
H 2.86580 1.92533 2.33287
H 1.85951 2.87853 3.97761
*
```

Values from the calculation:
M = 264.01 g mol⁻¹
energy = -13251.0483 eV
maximum force = 5.56 eV Å⁻¹
HOMO energy = -23.47 eV
gap between HOMO and LUMO = 4.983 eV

Results of the Mulliken charge analysis, in e, for atoms 1 through 6: -0.478, 0.547, -0.522, 0.666, -0.036, 2.814